No. 1
{
  "formula": "C20H35F17NO9S7",
  "method": "the ωB97M-V functional and the def2-TZVPD basis",
  "e_lumo_ev": 1.64,
  "energy_ev": -163266.3742,
  "total_charge": -1,
  "gap_ev": 7.89,
  "homo_ev": -6.2,
  "multiplicity": 1,
  "symbols": ["O", "S", "O", "N", "S", "O", "O", "C", "C", "C", "F", "F", "C", "F", "F", "C", "F", "F", "C", "F", "F", "C", "F", "F", "C", "F", "F", "C", "F", "F", "C", "F", "F", "F", "H", "H", "H", "H", "H", "C", "S", "O", "C", "H", "H", "H", "H", "H", "H", "C", "S", "O", "C", "H", "H", "H", "H", "H", "H", "C", "S", "O", "C", "H", "H", "H", "H", "H", "H", "C", "S", "O", "C", "H", "H", "H", "H", "H", "H", "C", "S", "O", "C", "H", "H", "H", "H", "H", "H"],
  "xyz": [[2.2707, -2.4513, 3.5323], [2.0946, -2.1087, 2.1400], [1.0786, -2.7902, 1.3745], [3.5308, -2.0456, 1.4838], [3.7806, -1.2689, 0.1158], [4.9299, -1.8600, -0.5353], [2.5839, -0.9878, -0.6555], [4.3880, 0.3472, 0.6463], [3.2995, 1.4270, 0.7764], [3.4350, 2.3888, -0.3774], [3.3623, 1.7199, -1.5564], [4.6672, 2.9713, -0.3199], [2.4167, 3.5958, -0.5440], [3.1004, 4.7651, -0.3706], [1.9048, 3.5898, -1.8089], [1.2289, 3.7739, 0.4330], [1.7521, 3.9461, 1.6820], [0.6050, 4.9279, 0.0584], [0.1548, 2.6370, 0.4932], [0.2127, 2.0549, 1.7276], [0.4131, 1.6862, -0.4563], [-1.2964, 3.1264, 0.3324], [-1.4907, 4.0862, 1.2778], [-1.4756, 3.6692, -0.8919], [-2.3941, 2.0264, 0.6061], [-3.5056, 2.3674, -0.1051], [-2.6751, 2.0803, 1.9347], [-2.0923, 0.5431, 0.3101], [-3.1833, -0.1420, 0.7668], [-1.0065, 0.1735, 1.0418], [-1.8955, 0.1486, -1.1962], [-3.0007, -0.5084, -1.6330], [-1.7228, 1.2536, -1.9640], [-0.8006, -0.6672, -1.3178], [1.6814, -0.8226, 2.1461], [5.1044, 0.6033, -0.1095], [4.8844, 0.2058, 1.5849], [3.4619, 1.9776, 1.6859], [2.3413, 0.9484, 0.7764], [0.9862, 1.7909, -4.3195], [2.7343, 1.9894, -4.6422], [2.8534, 3.1080, -5.6223], [2.9209, 0.4637, -5.5694], [0.6468, 2.6705, -3.7792], [0.4470, 1.7059, -5.2626], [0.8226, 0.9022, -3.7096], [2.2415, 0.4712, -6.4221], [2.7101, -0.3794, -4.9121], [3.9513, 0.4137, -5.9129], [8.2339, 1.2942, 4.6694], [6.7192, 1.4213, 3.7117], [7.0868, 1.1020, 2.3134], [6.5957, 3.2125, 3.8063], [8.5155, 0.2446, 4.6941], [9.0158, 1.8785, 4.1850], [8.0537, 1.6518, 5.6831], [7.4959, 3.6597, 3.3854], [6.4626, 3.5126, 4.8457], [5.7282, 3.5123, 3.2229], [-2.5894, -3.7450, 0.5914], [-4.3415, -3.6794, 0.2155], [-5.0755, -4.1163, 1.4369], [-4.3604, -5.0767, -0.9142], [-2.3686, -2.9704, 1.3223], [-2.3448, -4.7226, 1.0049], [-2.0169, -3.5542, -0.3159], [-3.9996, -5.9650, -0.3963], [-3.7292, -4.8494, -1.7728], [-5.3872, -5.2272, -1.2395], [-4.1438, -1.2746, -5.3485], [-2.6122, -0.4935, -5.8709], [-1.7567, -0.3728, -4.6676], [-3.3232, 1.1314, -6.1579], [-3.9099, -2.3000, -5.0733], [-4.5458, -0.7421, -4.4867], [-4.8539, -1.2671, -6.1753], [-3.7896, 1.4885, -5.2400], [-4.0529, 1.0703, -6.9652], [-2.5128, 1.7973, -6.4444], [-6.9753, -4.7396, 6.0118], [-5.5039, -3.7470, 5.7184], [-5.4437, -2.7529, 6.8222], [-6.1526, -2.9018, 4.2797], [-6.8034, -5.3256, 6.9115], [-7.8327, -4.0820, 6.1549], [-7.1347, -5.4037, 5.1628], [-7.0668, -2.3763, 4.5586], [-6.3372, -3.6230, 3.4850], [-5.4012, -2.1930, 3.9433]],
  "lowdin_charge": [-0.390, 0.480, -0.387, -0.367, 0.503, -0.336, -0.349, -0.205, -0.092, -0.412, 0.091, 0.109, -0.294, 0.128, 0.119, -0.303, 0.143, 0.139, -0.292, 0.136, 0.149, -0.322, 0.150, 0.155, -0.311, 0.149, 0.154, -0.304, 0.133, 0.142, -0.453, 0.140, 0.145, 0.158, 0.042, 0.093, 0.064, 0.124, 0.082, -0.268, 0.810, -0.564, -0.262, 0.039, 0.048, 0.056, 0.053, 0.059, 0.046, -0.274, 0.806, -0.532, -0.268, 0.050, 0.055, 0.049, 0.057, 0.051, 0.043, -0.253, 0.805, -0.568, -0.273, 0.052, 0.065, 0.060, 0.057, 0.051, 0.043, -0.270, 0.806, -0.546, -0.268, 0.047, 0.056, 0.050, 0.059, 0.051, 0.048, -0.281, 0.804, -0.564, -0.278, 0.043, 0.053, 0.050, 0.056, 0.029, 0.051]
}

No. 2
{
  "formula": "C32H74AsF5N9O5S2Si3TeTi",
  "method": "the ωB97M-V functional and the def2-TZVPD basis",
  "e_lumo_ev": -8.09,
  "energy_ev": -208155.4062,
  "total_charge": 3,
  "gap_ev": 7.53,
  "homo_ev": -15.6,
  "multiplicity": 1,
  "e_above_lowest_ev": 0.570,
  "symbols": ["Ti", "C", "C", "C", "C", "N", "N", "H", "H", "H", "H", "H", "H", "H", "H", "H", "H", "H", "H", "F", "Te", "F", "F", "F", "F", "O", "C", "Si", "C", "C", "As", "Si", "C", "C", "C", "Si", "C", "C", "C", "H", "H", "H", "H", "H", "H", "H", "H", "H", "H", "H", "H", "H", "H", "H", "H", "H", "H", "H", "H", "H", "H", "H", "H", "H", "H", "H", "N", "C", "N", "C", "C", "C", "C", "C", "H", "H", "H", "H", "H", "H", "H", "H", "H", "H", "C", "C", "S", "O", "O", "C", "C", "N", "C", "N", "C", "C", "N", "O", "O", "C", "H", "H", "H", "H", "H", "H", "H", "H", "H", "H", "H", "H", "H", "C", "C", "N", "C", "S", "N", "C", "C", "H", "H", "H", "H", "H", "H", "H", "H", "H", "H", "H", "H"],
  "xyz": [[0.7933, 0.0132, -1.4010], [2.6283, -3.1598, 3.4010], [3.7592, -2.2228, 2.9795], [4.1721, -1.3440, 4.1542], [4.9548, -3.0128, 2.4573], [3.3415, -1.2526, 1.9261], [2.7798, -1.8956, 0.7552], [2.9860, -3.8358, 4.1775], [2.2654, -3.7845, 2.5782], [1.7892, -2.5906, 3.8046], [4.5040, -1.9672, 4.9834], [3.3333, -0.7376, 4.5055], [4.9909, -0.6803, 3.8788], [5.3314, -3.6703, 3.2399], [5.7591, -2.3425, 2.1556], [4.7032, -3.6653, 1.6119], [2.5948, -0.6635, 2.2896], [1.7448, -1.9428, 0.8306], [3.1350, -2.8527, 0.7282], [-0.6081, 1.2496, -1.1524], [-2.6368, 0.4165, -2.0595], [-2.6145, 2.1403, -2.7225], [-3.9189, 0.1112, -3.4017], [1.1963, 0.2601, 0.3199], [-1.1432, 0.1527, -3.3179], [0.1077, -1.5689, -1.5098], [3.9830, -4.2490, -1.8428], [4.7427, -2.5683, -2.0854], [6.4629, -2.5107, -1.3900], [4.6448, -1.9196, -3.8354], [3.3387, -0.9705, -0.9171], [-0.1625, -2.9671, -2.4867], [0.3913, -4.4426, -1.4965], [0.8403, -2.6910, -4.0240], [-1.9805, -3.0432, -2.8419], [4.7366, 0.8851, -0.2031], [5.3744, 1.3042, -1.9112], [3.6194, 2.2123, 0.4512], [6.0702, 0.3903, 0.9845], [4.6085, -4.9737, -2.3726], [2.9715, -4.3369, -2.2369], [3.9809, -4.5561, -0.7935], [7.1339, -3.0269, -2.0827], [6.5314, -3.0237, -0.4289], [6.8425, -1.4968, -1.2716], [4.6483, -2.7574, -4.5365], [5.5134, -1.2991, -4.0599], [3.7427, -1.3346, -4.0278], [1.1434, -4.1866, -0.7465], [0.8201, -5.2062, -2.1488], [-0.4535, -4.9016, -0.9814], [1.9164, -2.7266, -3.8387], [0.5936, -1.7222, -4.4660], [0.6101, -3.4560, -4.7692], [-2.5721, -3.0118, -1.9229], [-2.2120, -3.9915, -3.3343], [-2.3076, -2.2546, -3.5222], [4.5662, 1.3749, -2.6437], [6.1186, 0.5950, -2.2773], [5.8563, 2.2847, -1.8656], [4.2264, 3.0889, 0.6944], [2.8727, 2.5222, -0.2818], [3.1036, 1.9063, 1.3610], [6.4882, -0.5951, 0.7888], [5.6890, 0.4102, 2.0044], [6.8847, 1.1162, 0.9107], [1.6614, 1.0101, -2.9503], [1.7054, 1.5909, -3.9664], [1.7575, 2.2217, -5.0701], [2.9333, 2.0809, -5.9792], [3.5168, 3.4548, -6.2709], [2.4260, 4.4853, -6.6470], [1.0409, 3.8511, -6.7585], [0.6490, 3.1580, -5.4656], [2.5810, 1.5850, -6.8829], [3.6545, 1.4251, -5.4931], [4.2372, 3.3343, -7.0802], [4.0788, 3.7958, -5.4007], [2.6766, 4.9709, -7.5877], [2.3917, 5.2742, -5.8938], [0.9957, 3.1466, -7.5913], [0.2886, 4.6132, -6.9605], [-0.2673, 2.5780, -5.5683], [0.5272, 3.8829, -4.6602], [-6.3526, -5.3508, 3.4007], [-4.9533, -5.4892, 3.9890], [-4.1422, -3.9122, 3.9912], [-3.8872, -3.5010, 2.6211], [-4.8580, -2.9991, 4.8409], [-2.5450, -4.2317, 4.7510], [-1.8442, -2.9035, 4.9945], [-1.0802, -2.3058, 3.8749], [-0.7925, -2.7441, 2.6193], [-0.2340, -1.7872, 1.8830], [-0.1167, -0.6974, 2.6926], [-0.6113, -1.0035, 3.9170], [-0.6412, -0.1043, 5.0462], [-1.3422, -0.3764, 5.9993], [0.0824, 0.8664, 4.9509], [-1.0064, -4.1112, 2.0685], [-6.8371, -6.3250, 3.4014], [-6.3098, -4.9912, 2.3733], [-6.9554, -4.6673, 3.9956], [-4.3234, -6.1644, 3.4077], [-4.9792, -5.8202, 5.0281], [-2.0054, -4.9477, 4.1382], [-2.7395, -4.6859, 5.7224], [-1.1800, -2.9865, 5.8520], [-2.6031, -2.1747, 5.2698], [0.2731, 0.2505, 2.3718], [-2.0508, -4.4099, 2.1043], [-0.3896, -4.8531, 2.5799], [-0.7007, -4.0711, 1.0265], [-6.9732, -1.4501, 1.7305], [-6.6306, 0.0246, 1.8298], [-5.2970, 0.3328, 1.2672], [-4.9399, 1.0167, 0.2007], [-3.3044, 1.6357, 0.1531], [-5.7201, 1.2714, -0.8663], [-7.1091, 0.8389, -1.1286], [-7.3886, 0.8924, -2.6181], [-7.9313, -1.6275, 2.2175], [-6.2165, -2.0598, 2.2232], [-7.0507, -1.7806, 0.6940], [-6.5800, 0.3327, 2.8739], [-7.3679, 0.6594, 1.3529], [-4.5237, 0.0818, 1.8685], [-5.4603, 2.1200, -1.3564], [-7.7985, 1.4940, -0.5945], [-7.2247, -0.1739, -0.7523], [-7.2083, 1.8913, -3.0188], [-8.4360, 0.6541, -2.7928], [-6.7733, 0.1812, -3.1666]],
  "lowdin_charge": [0.890, -0.024, -0.606, -0.012, -0.019, -0.009, -0.167, 0.105, 0.078, 0.074, 0.106, 0.094, 0.081, 0.108, 0.077, 0.071, 0.106, 0.075, 0.080, -0.510, 1.804, -0.439, -0.463, -0.393, -0.517, -0.436, -0.193, 0.372, -0.190, -0.206, 1.099, 0.400, -0.147, -0.132, -0.160, 0.384, -0.206, -0.195, -0.183, 0.061, 0.002, 0.031, 0.059, 0.036, 0.018, 0.054, 0.041, 0.001, 0.017, 0.052, 0.037, 0.006, 0.036, 0.060, 0.042, 0.059, 0.016, 0.008, 0.028, 0.055, 0.056, 0.028, 0.032, 0.011, 0.022, 0.059, 0.090, -0.181, -0.023, -0.102, -0.146, -0.161, -0.171, -0.084, 0.135, 0.123, 0.125, 0.115, 0.121, 0.119, 0.124, 0.131, 0.131, 0.138, -0.099, -0.289, 0.644, -0.342, -0.290, -0.195, -0.112, 0.079, -0.321, 0.106, -0.079, -0.147, -0.330, 0.112, 0.104, 0.006, 0.090, 0.077, 0.085, 0.111, 0.115, 0.090, 0.125, 0.141, 0.113, 0.107, 0.056, 0.097, 0.056, -0.056, -0.184, 0.051, -0.750, 0.657, 0.016, -0.211, -0.060, 0.096, 0.055, 0.073, 0.135, 0.106, 0.132, 0.134, 0.128, 0.104, 0.088, 0.093, 0.074]
}

No. 3
{
  "formula": "C4H5N3",
  "method": "the ωB97M-V functional and the def2-TZVPD basis",
  "smiles": "[H]/N=C/C/N=C\\C#N",
  "e_lumo_ev": 0.19,
  "energy_ev": -8697.5217,
  "total_charge": 0,
  "gap_ev": 10.55,
  "homo_ev": -10.4,
  "multiplicity": 1,
  "e_above_lowest_ev": 2.291,
  "symbols": ["H", "N", "C", "C", "N", "C", "C", "N", "H", "H", "H", "H"],
  "xyz": [[1.4257, 1.8193, -1.1450], [0.6902, 1.3004, -0.6705], [0.4148, 0.2163, -1.2604], [-0.6118, -0.7451, -0.6791], [-1.4052, -0.0681, 0.3227], [-0.8213, 0.2496, 1.4016], [0.5177, -0.1922, 1.7782], [1.5562, -0.6137, 2.0682], [0.8985, -0.1249, -2.1833], [-1.2679, -1.1160, -1.4737], [-0.0622, -1.6124, -0.2774], [-1.3347, 0.8868, 2.1186]],
  "lowdin_charge": [0.063, 0.106, -0.216, -0.224, 0.044, -0.179, -0.210, 0.163, 0.113, 0.109, 0.119, 0.111]
}